Entry 1:
C20H57N5O6 | ωB97M-V/def2-TZVPD

Cartesian coordinates (Å):
C (-1.9871, 0.6085, 3.3194)
O (-2.1873, -0.5243, 2.5292)
C (-1.0230, -1.3866, 2.5929)
C (-1.3881, -2.6474, 1.7968)
C (-0.4828, -3.8914, 2.0119)
N (-1.3400, -2.3772, 0.3831)
H (-1.1698, 1.3018, 3.1206)
H (-1.9774, 0.2456, 4.3471)
H (-2.8179, 1.3132, 3.2820)
H (-0.1581, -0.9167, 2.1247)
H (-0.7407, -1.7293, 3.5884)
H (-2.4094, -2.9533, 2.0235)
H (0.3777, -3.8829, 1.3430)
H (-0.9696, -4.8245, 1.7283)
H (-0.0194, -4.0708, 2.9821)
H (-2.0356, -1.6560, 0.2560)
H (-1.6497, -3.1788, -0.1476)
C (-0.6451, 2.7357, 0.5077)
O (-0.2334, 4.0265, 0.9217)
C (0.1934, 4.1655, 2.3149)
C (-1.0297, 4.5480, 3.2332)
C (-1.5776, 5.9078, 2.7628)
N (-0.5024, 4.7191, 4.5564)
H (-1.5676, 2.3708, 0.9593)
H (0.1408, 1.9805, 0.5190)
H (-0.8845, 2.7273, -0.5557)
H (0.6519, 3.2746, 2.7442)
H (0.9753, 4.9173, 2.2076)
H (-1.8080, 3.8025, 3.0702)
H (-2.1585, 5.8139, 1.8453)
H (-0.7923, 6.5705, 2.3992)
H (-2.2905, 6.3700, 3.4457)
H (0.2749, 5.3622, 4.5088)
H (-1.2413, 5.2842, 4.9499)
C (-3.6954, -4.0664, -1.5528)
O (-2.6072, -4.8549, -1.5191)
C (-1.7685, -4.9598, -2.7574)
C (-1.4145, -3.5338, -3.3845)
C (-0.8327, -3.6658, -4.8090)
N (-0.3659, -2.9742, -2.5416)
H (-3.3846, -3.0302, -1.4192)
H (-4.3532, -4.2693, -0.7077)
H (-4.2228, -4.2040, -2.4967)
H (-0.9008, -5.5374, -2.4387)
H (-2.2780, -5.5336, -3.5316)
H (-2.2770, -2.8715, -3.3098)
H (-1.4908, -4.2604, -5.4426)
H (0.1375, -4.1588, -4.8702)
H (-0.7108, -2.6720, -5.2400)
H (0.4077, -3.5620, -2.8176)
H (-0.4916, -3.1112, -1.5488)
C (2.4478, -0.6350, 1.3893)
O (3.3586, -0.4072, 2.5308)
C (4.0919, -1.5781, 2.8613)
C (5.1380, -1.3155, 3.9796)
C (6.2262, -0.3225, 3.6104)
N (5.8264, -2.5384, 4.3793)
H (3.0272, -0.6502, 0.4662)
H (1.8217, 0.2559, 1.3401)
H (1.9106, -1.5827, 1.4264)
H (3.4565, -2.4063, 3.1752)
H (4.7017, -1.8500, 1.9998)
H (4.5434, -1.0029, 4.8380)
H (7.0619, -0.2299, 4.3041)
H (5.6902, 0.6258, 3.5722)
H (6.5831, -0.6031, 2.6194)
H (5.3501, -3.3266, 3.9647)
H (5.6125, -2.7835, 5.3355)
C (-0.8338, -0.0037, -4.2614)
O (-1.3037, 1.3148, -4.1593)
C (-0.2382, 2.1920, -4.3755)
C (-0.7405, 3.6886, -4.1089)
C (-1.7576, 4.1218, -5.1366)
N (0.4278, 4.5577, -4.2039)
H (-1.7535, -0.5586, -4.0762)
H (0.0342, -0.2181, -3.6380)
H (-0.6702, -0.1192, -5.3328)
H (0.6306, 1.9602, -3.7594)
H (0.1542, 2.1829, -5.3924)
H (-1.2999, 3.8891, -3.1951)
H (-2.2494, 5.0664, -4.9043)
H (-2.4511, 3.3417, -5.4505)
H (-1.2674, 4.4122, -6.0659)
H (0.1280, 5.5205, -4.2603)
H (1.0455, 4.4549, -3.4114)
O (0.2195, -0.4044, -1.1033)
H (-0.2508, -0.8229, -0.3823)
H (0.0494, -0.9665, -1.8592)

Summary:
HOMO (eV): -9.049
Kohn-Sham gap (eV): 9.674
Total energy (Ha): -1521.2381
Relative energy (zero: lowest compared OMol25 entry of this formula, charge and spin) (kcal per mole): 74.2

Löwdin atomic charge list, values in e, 4 entries: -0.139 -0.168 -0.156 -0.401



Entry 2:
C20H58BF3HgO11S | ωB97M-V/def2-TZVPD

Cartesian coordinates (Å):
Hg (-15.7296, -5.1224, -4.0264)
O (-17.3376, -0.6218, -4.1523)
H (-18.0416, -0.3916, -3.5416)
H (-16.4736, -0.6744, -3.7373)
H (-17.4370, -1.5215, -4.4720)
B (-16.9950, -3.3049, -5.0432)
H (-17.0650, -4.3219, -5.3968)
H (-15.9659, -3.0164, -4.8948)
H (-17.5431, -2.7591, -5.7955)
H (-17.5846, -3.2168, -4.1439)
C (-12.4651, -1.6812, -3.7654)
F (-11.8171, -0.6546, -3.3320)
F (-12.7808, -1.5829, -4.9951)
F (-11.6178, -2.6748, -3.5461)
S (-14.0375, -2.0036, -2.6771)
O (-14.9085, -0.9969, -3.1258)
O (-14.4754, -3.3974, -3.0677)
O (-13.6475, -1.6757, -1.2714)
C (-17.1793, -4.2504, -1.2629)
O (-17.0268, -5.4048, -2.0429)
H (-16.6795, -4.2968, -0.2954)
H (-17.0363, -3.2663, -1.7093)
H (-18.2131, -4.3365, -0.9284)
C (-13.0903, -8.5832, -2.2518)
C (-13.3686, -7.1521, -1.9053)
C (-12.2658, -6.2068, -2.0577)
O (-14.3006, -6.7475, -2.8996)
H (-12.8273, -8.8624, -3.2720)
H (-13.9573, -9.2347, -2.1420)
H (-12.3682, -8.9862, -1.5418)
H (-13.9144, -7.1740, -0.9620)
H (-11.4387, -6.5493, -1.4359)
H (-12.4983, -5.1890, -1.7444)
H (-11.8169, -6.1226, -3.0474)
H (-14.9518, -7.4152, -3.1273)
C (-16.0551, 2.3224, 0.1322)
C (-15.2356, 0.9825, 0.0357)
C (-14.9942, 0.1599, 1.2896)
O (-15.9278, 0.2924, -0.9142)
H (-15.7249, 3.0343, 0.8887)
H (-17.1129, 2.2762, 0.3908)
H (-15.8371, 2.8870, -0.7744)
H (-14.2320, 1.0772, -0.3788)
H (-14.3876, -0.6793, 0.9493)
H (-15.9326, -0.1867, 1.7226)
H (-14.3529, 0.6874, 1.9957)
H (-15.2193, 0.0340, -1.5081)
C (-9.3303, -4.0427, -2.0465)
C (-8.5130, -4.5549, -0.8107)
C (-9.4262, -5.3848, 0.0630)
O (-7.3372, -5.2855, -1.1562)
H (-10.0844, -3.3539, -1.6656)
H (-9.7875, -4.8886, -2.5600)
H (-8.7007, -3.5388, -2.7797)
H (-8.1865, -3.6234, -0.3484)
H (-10.4381, -5.0125, 0.2234)
H (-8.8640, -5.4106, 0.9965)
H (-9.5002, -6.3963, -0.3362)
H (-7.5680, -6.0327, -1.7130)
C (-13.6412, -4.8649, -8.0086)
C (-13.6420, -5.5857, -6.6553)
C (-12.2551, -5.9403, -6.1727)
O (-14.1289, -4.6921, -5.6788)
H (-14.6215, -5.0796, -8.4338)
H (-12.8864, -5.1854, -8.7267)
H (-13.4361, -3.7985, -7.9145)
H (-14.2252, -6.5065, -6.6655)
H (-11.5358, -5.1217, -6.2000)
H (-11.8277, -6.6960, -6.8318)
H (-12.3175, -6.3669, -5.1715)
H (-14.0699, -3.7739, -5.9527)
C (-10.6630, 1.3187, 0.5810)
C (-10.9685, -0.1378, 0.5901)
C (-9.8548, -1.0816, 0.1575)
O (-11.4026, -0.5340, 1.8230)
H (-10.3080, 1.3508, -0.4490)
H (-9.8725, 1.7096, 1.2218)
H (-11.5326, 1.9742, 0.6280)
H (-11.8306, -0.3832, -0.0302)
H (-8.9136, -0.7953, 0.6269)
H (-9.7756, -0.9658, -0.9235)
H (-10.0672, -2.1397, 0.3105)
H (-11.7673, -1.4122, 1.6914)
C (-13.7097, -5.1110, 0.8694)
C (-13.5808, -3.7743, 1.5379)
C (-13.2264, -3.8868, 2.9718)
O (-12.6359, -3.0351, 0.8433)
H (-14.1591, -5.1476, -0.1230)
H (-14.3635, -5.8018, 1.4017)
H (-12.7929, -5.6997, 0.8364)
H (-14.4826, -3.1730, 1.4222)
H (-12.3991, -4.5957, 3.0063)
H (-14.0849, -4.0986, 3.6092)
H (-12.8061, -2.9352, 3.2972)
H (-13.0845, -2.6239, 0.1008)

Summary:
HOMO (eV): -8.069
Kohn-Sham gap (eV): 7.269
Total energy (Ha): -2500.2010
Relative energy (zero: lowest compared OMol25 entry of this formula, charge and spin) (kcal per mole): 0.0

Löwdin atomic charge list, values in e, 4 entries: 1.204 0.302 0.181 0.082



Entry 3:
C20H58BF4N4O8 | ωB97M-V/def2-TZVPD

Cartesian coordinates (Å):
B (0.7880, -0.0212, 0.8580)
F (0.7767, -1.0069, -0.0760)
F (-0.0693, 0.9554, 0.3898)
F (0.5168, -0.4721, 2.1074)
F (2.0426, 0.6070, 0.7181)
C (1.3255, 1.0359, 5.6302)
C (1.4542, 1.6435, 4.2174)
O (2.4277, 1.0311, 3.3803)
O (2.2770, 1.3417, 6.5955)
H (1.1166, -0.0335, 5.6020)
H (0.4602, 1.5115, 6.0921)
H (1.7533, 2.6840, 4.0909)
H (0.5041, 1.7045, 3.6867)
H (1.9377, 0.7224, 2.6146)
H (1.8026, 1.5472, 7.4043)
C (-0.9391, -3.1664, 1.5084)
O (-1.7078, -2.0397, 0.9313)
H (-1.2752, -4.1041, 1.0659)
H (0.0901, -3.0014, 1.1898)
H (-1.1302, -3.1652, 2.5815)
H (-1.0908, -1.4123, 0.5474)
C (2.0838, 1.3384, -3.1032)
O (2.7979, 1.0483, -1.8798)
H (1.7657, 2.3745, -3.2196)
H (2.6779, 1.1039, -3.9864)
H (1.2217, 0.6981, -3.2903)
H (2.2422, 0.7080, -1.1748)
C (-0.9842, -1.1074, -2.9930)
C (-2.3894, -1.4748, -3.4370)
C (-2.4233, -2.8096, -4.1960)
O (-3.8065, -3.0828, -4.5525)
C (-3.9300, -3.9964, -5.6758)
N (-3.3350, -1.4231, -2.3207)
H (-1.0159, -0.0236, -2.8811)
H (-0.2690, -1.3936, -3.7642)
H (-0.5581, -1.5838, -2.1101)
H (-2.8915, -0.7813, -4.1116)
H (-1.9448, -3.6844, -3.7556)
H (-1.8341, -2.5642, -5.0796)
H (-4.9904, -4.1142, -5.8991)
H (-3.5334, -4.9792, -5.4209)
H (-3.4133, -3.5853, -6.5430)
H (-4.0673, -2.1186, -2.3296)
H (-2.8290, -1.7864, -1.5257)
C (-0.5666, 5.8911, 2.2111)
C (-0.2168, 6.4646, 0.7794)
C (-1.0205, 5.7412, -0.3823)
O (-0.0834, 4.9319, -1.0973)
C (0.1890, 3.5174, -0.7194)
N (-0.4167, 7.8845, 0.6359)
H (-1.6382, 5.9953, 2.3811)
H (-0.1227, 6.5699, 2.9393)
H (-0.2396, 4.8651, 2.3800)
H (0.8603, 6.3646, 0.6459)
H (-1.4682, 6.4140, -1.1137)
H (-1.9580, 5.2808, -0.0704)
H (0.6739, 2.9661, -1.5250)
H (-0.7067, 2.9367, -0.4991)
H (0.8116, 3.4807, 0.1745)
H (-1.3916, 7.9503, 0.8917)
H (-0.3518, 8.2763, -0.2927)
C (6.6860, -6.4716, -0.0064)
C (5.8583, -5.2571, 0.2337)
C (5.0010, -4.9298, -0.9788)
O (4.3564, -3.7273, -0.5444)
C (3.3060, -3.4008, -1.5030)
N (4.9986, -5.6016, 1.3252)
H (7.3745, -6.6080, 0.8275)
H (7.2311, -6.3465, -0.9420)
H (6.0199, -7.2912, -0.2760)
H (6.4492, -4.4282, 0.6235)
H (4.3104, -5.6468, -1.4227)
H (5.7722, -4.8175, -1.7409)
H (3.6653, -3.2134, -2.5148)
H (2.8523, -2.4375, -1.2702)
H (2.5167, -4.1465, -1.5989)
H (4.5477, -6.4715, 1.0801)
H (4.2525, -4.9662, 1.0808)
C (-4.1665, 0.3548, 2.2726)
C (-2.9873, 1.2360, 1.7784)
C (-3.4302, 2.7864, 1.6045)
O (-4.4818, 2.7957, 0.7477)
C (-4.3579, 2.4060, -0.5777)
N (-1.8952, 1.0939, 2.7163)
H (-4.8048, 0.7048, 3.0838)
H (-3.7866, -0.6124, 2.6019)
H (-4.7485, 0.2640, 1.3554)
H (-2.6399, 0.8577, 0.8170)
H (-2.5480, 3.2692, 1.1841)
H (-3.5956, 3.2544, 2.5749)
H (-3.4410, 2.7319, -1.0687)
H (-5.2067, 2.9125, -1.0372)
H (-4.4434, 1.3332, -0.7504)
H (-1.1035, 1.5719, 2.3101)
H (-1.5502, 0.1475, 2.7894)

Summary:
HOMO (eV): -6.199
Total charge: -1
Kohn-Sham gap (eV): 8.606
Total energy (Ha): -2042.1456

Löwdin atomic charge list, values in e, 4 entries: -1.410 0.160 0.139 0.190



> HOMO of number 3 (C20H58BF4N4O8)?

-6.199 eV